Record 1
The following is a quantum chemistry calculation of a 9-piece molecular cluster, C19H59N2O19S6 overall, from the Open Molecules 2025 dataset.

Results
Orbital gap in Ha: 0.2614
Calculated total energy in Ha: -4687.010233
Total charge: +1
Maximum force in eV/A: 4.27
HOMO in Ha: -0.4223

Last column: Mulliken charge in e.
CARTESIAN COORDINATES (ANGSTROEM)
N: 7.0171 26.8153 -14.4407  0.336
H: 6.3206 27.2455 -13.8493  -0.004
H: 7.8904 27.3199 -14.3881  0.403
H: 6.8351 27.0657 -15.4020  0.377
H: 7.1731 25.8218 -14.3463  -0.157
N: 7.1539 24.0437 -16.8829  -0.084
H: 7.9916 23.6821 -17.3160  0.425
H: 6.3705 23.4246 -17.0351  0.330
H: 6.9241 24.9678 -17.2198  0.387
H: 7.3709 24.0499 -15.8965  -0.100
C: 6.2856 23.6152 -13.1684  -0.856
O: 7.2380 23.8959 -14.1442  -0.529
H: 6.2382 22.5469 -12.9576  0.197
H: 6.4391 24.0769 -12.1930  0.222
H: 5.3115 23.8681 -13.5870  0.194
O: 5.7015 27.1133 -11.1144  -0.527
S: 4.7098 26.2435 -10.4676  0.949
O: 5.0772 24.8707 -10.0627  -0.531
O: 4.1050 27.0525 -9.1162  -0.307
C: 4.2133 28.4549 -9.0886  -0.085
C: 5.5139 28.7314 -8.3440  -1.020
C: 3.2065 26.1089 -11.5384  -0.234
H: 3.3490 28.9282 -8.6228  0.346
H: 4.1505 28.8226 -10.1128  0.128
H: 6.2945 28.1531 -8.8383  0.253
H: 5.4504 28.4088 -7.3048  0.291
H: 5.9527 29.7288 -8.3175  0.373
H: 2.9700 27.0689 -11.9972  0.148
H: 2.3989 25.5349 -11.0839  0.481
H: 3.6946 25.6199 -12.3814  -0.305
O: 2.5529 29.6319 -13.8836  -0.586
S: 3.6005 28.7099 -14.4012  1.029
O: 4.7795 28.3152 -13.5836  -0.601
O: 2.8302 27.3359 -14.8840  -0.378
C: 3.5885 26.2300 -15.3281  0.879
C: 2.8432 24.9471 -14.9371  -1.397
C: 4.1137 29.3808 -15.9904  -0.927
H: 4.5158 26.2056 -14.7557  -0.453
H: 3.7624 26.2902 -16.4025  0.524
H: 3.1338 24.4586 -14.0070  0.201
H: 3.1197 24.2298 -15.7098  0.383
H: 1.7647 25.1001 -14.9787  0.330
H: 3.3035 29.4266 -16.7181  0.365
H: 4.9237 28.7650 -16.3813  0.218
H: 4.5189 30.3713 -15.7834  0.400
O: 11.7149 25.1626 -12.3904  -0.603
S: 11.3183 26.0249 -13.4888  1.239
O: 10.3712 27.1161 -13.3788  -0.581
O: 12.7999 26.5817 -14.0615  -0.371
C: 12.8704 27.4666 -15.1894  -0.167
C: 12.5352 28.8744 -14.6990  -1.032
C: 10.8582 24.9348 -14.8496  -0.872
H: 12.1907 27.0808 -15.9492  0.132
H: 13.8019 27.4874 -15.7550  0.370
H: 13.1801 29.2403 -13.9001  0.301
H: 11.5261 29.0084 -14.3094  0.242
H: 12.6883 29.5884 -15.5083  0.391
H: 11.7237 24.3202 -15.0973  0.426
H: 10.5027 25.6162 -15.6225  0.419
H: 10.0617 24.2814 -14.4938  0.083
O: 11.5443 20.8334 -10.0135  -0.633
S: 10.2251 21.0545 -10.6039  1.233
O: 9.3093 19.9617 -11.0903  -0.612
O: 9.3716 21.9999 -9.5864  -0.352
C: 7.9846 22.1520 -9.9032  0.447
C: 7.3421 22.7788 -8.7017  -1.397
C: 10.4519 22.3512 -11.8599  -0.853
H: 7.4512 21.2122 -10.0458  0.256
H: 7.9034 22.7386 -10.8183  -0.031
H: 6.2824 22.9732 -8.8670  0.337
H: 7.8590 23.7095 -8.4679  0.327
H: 7.2845 22.1529 -7.8112  0.362
H: 11.1753 21.9848 -12.5883  0.576
H: 10.9826 23.2002 -11.4290  0.455
H: 9.5322 22.6195 -12.3797  -0.143
O: 3.2181 19.0033 -16.8145  -0.583
S: 2.9051 19.9115 -15.6760  1.121
O: 2.2245 21.2443 -15.8541  -0.587
O: 2.1288 19.1033 -14.5025  -0.311
C: 2.4150 17.7333 -14.3685  -0.283
C: 1.3938 16.9900 -15.1251  -1.125
C: 4.4685 20.2883 -14.7799  -0.936
H: 2.5133 17.4377 -13.3240  0.402
H: 3.3383 17.4591 -14.8788  0.293
H: 1.7023 15.9448 -15.1499  0.353
H: 1.3531 17.3894 -16.1384  0.294
H: 0.3973 17.0522 -14.6877  0.311
H: 5.0397 19.3600 -14.7687  0.407
H: 4.3090 20.3869 -13.7062  0.443
H: 4.9162 21.2053 -15.1630  0.191
O: 11.5338 19.1965 -15.4180  -0.558
S: 11.1700 19.1994 -16.8034  1.169
O: 11.2636 17.9657 -17.5216  -0.584
O: 9.6300 19.8492 -16.9340  -0.421
C: 9.2101 20.8497 -16.0296  0.217
C: 8.6496 20.2331 -14.7397  -0.648
C: 12.1933 20.4899 -17.7629  -0.791
H: 8.4501 21.4780 -16.4941  -0.036
H: 9.9941 21.5811 -15.8336  0.159
H: 8.3650 21.0348 -14.0582  -0.013
H: 9.4185 19.6271 -14.2607  0.405
H: 7.7965 19.5883 -14.9506  0.180
H: 12.0896 20.1569 -18.7956  0.331
H: 13.2220 20.3337 -17.4385  0.337
H: 11.7304 21.4546 -17.5552  0.222


Record 2
The following is a quantum chemistry calculation of a 13-piece molecular cluster, C19H60Br3F3N24O12Si overall, from the Open Molecules 2025 dataset.

Results
Orbital gap in Ha: 0.3242
Calculated total energy in Ha: -11288.626583
Maximum force in eV/A: 2.38
HOMO in Ha: -0.3412

Last column: Mulliken charge in e.
CARTESIAN COORDINATES (ANGSTROEM)
C: 1.1503 -2.5481 -3.5871  -0.779
C: 1.6378 -1.5632 -2.4547  -0.045
Br: 1.4405 -2.5784 -0.7256  -0.223
C: 0.7624 -0.2386 -2.2722  0.660
Si: -0.2631 0.3021 -3.7922  0.359
C: -2.0330 0.7517 -3.1202  -0.438
C: -3.1008 -0.3947 -3.4197  -0.786
C: -3.2158 -1.5055 -2.3029  -0.022
F: -1.9987 -1.8559 -1.6821  0.223
Br: -4.4711 -1.0012 -0.8325  -0.035
C: -3.7951 -2.8636 -2.9332  0.464
F: -3.8984 -3.7927 -1.8844  -0.197
F: -5.0202 -2.5616 -3.5023  -0.229
Br: -2.5713 -3.6605 -4.2819  -0.153
H: 0.0631 -2.7941 -3.4209  -0.032
H: 1.7192 -3.5262 -3.4427  0.397
H: 1.3923 -2.2037 -4.6342  0.283
H: 2.7192 -1.2590 -2.5272  0.441
H: 0.0855 -0.3583 -1.3690  -0.342
H: 1.4684 0.6398 -2.0170  -0.253
H: 0.3890 1.4753 -4.4192  -0.249
H: -0.4881 -0.7254 -4.8078  -0.174
H: -1.9635 1.0225 -2.0146  0.045
H: -2.3808 1.6819 -3.6796  0.453
H: -2.8430 -0.8113 -4.4484  0.322
H: -4.1277 0.0808 -3.5069  0.423
C: 2.9987 -3.7013 -6.6305  0.663
O: 3.0457 -2.7479 -5.8645  -0.618
N: 3.7239 -3.7545 -7.7775  -0.434
N: 2.2164 -4.7879 -6.3982  -0.303
H: 3.7000 -4.5256 -8.4184  0.153
H: 4.3151 -2.9679 -7.9828  0.222
H: 1.6646 -4.7846 -5.5578  0.181
H: 2.1625 -5.5794 -7.0121  0.174
C: -1.1849 -6.4352 -0.2199  0.585
O: -0.3558 -7.0091 0.4684  -0.681
N: -2.2472 -7.0797 -0.7785  -0.323
N: -1.1224 -5.1050 -0.4883  0.114
H: -2.9405 -6.6263 -1.3454  0.130
H: -2.3296 -8.0665 -0.6025  0.211
H: -0.3522 -4.5872 -0.0946  -0.070
H: -1.7962 -4.6169 -1.0522  -0.045
C: -0.7260 0.5467 2.0012  0.599
O: -1.1667 1.5266 1.4043  -0.726
N: -1.0045 -0.7221 1.6111  -0.009
N: 0.0692 0.6515 3.0899  -0.262
H: -0.6569 -1.5412 2.0763  0.229
H: -1.5949 -0.8333 0.8025  -0.288
H: 0.2959 1.5796 3.4054  0.137
H: 0.4386 -0.1357 3.5896  0.097
C: -5.1328 1.6650 2.1277  0.563
O: -5.3611 0.5487 2.5772  -0.698
N: -3.9224 2.0208 1.6403  0.043
N: -6.0789 2.6451 2.0788  -0.383
H: -3.7130 2.9326 1.2656  0.119
H: -3.1972 1.3232 1.6596  -0.014
H: -6.9926 2.4187 2.4316  0.231
H: -5.9115 3.5651 1.7142  0.163
C: -2.4675 -3.8633 3.8437  0.639
O: -2.5524 -3.0695 4.7679  -0.660
N: -2.3310 -5.2017 4.0372  -0.336
N: -2.5007 -3.4764 2.5397  -0.205
H: -2.2585 -5.8701 3.2918  0.143
H: -2.3020 -5.5264 4.9878  0.214
H: -2.6021 -2.4919 2.3567  0.107
H: -2.4318 -4.1124 1.7650  0.139
C: -1.3506 5.1219 0.5188  0.515
O: -2.4330 4.8244 1.0185  -0.671
N: -0.3124 4.2560 0.4685  -0.106
N: -1.1069 6.3435 -0.0264  -0.394
H: 0.5816 4.4732 0.0619  0.173
H: -0.4637 3.3421 0.8684  0.211
H: -1.8566 7.0126 -0.0072  0.232
H: -0.2306 6.6050 -0.4392  0.160
C: 3.1201 2.1892 5.1292  0.711
O: 3.3422 1.6435 4.0509  -0.666
N: 2.5927 1.5204 6.1904  -0.413
N: 3.3802 3.4978 5.3509  -0.287
H: 2.4028 1.9448 7.0790  0.149
H: 2.3863 0.5449 6.0624  0.238
H: 3.7717 4.0299 4.5817  0.242
H: 3.2059 3.9602 6.2236  0.152
C: 2.8901 3.8547 -2.3998  0.623
O: 2.7961 4.6357 -1.4627  -0.680
N: 3.0454 2.5158 -2.2240  -0.344
N: 2.8465 4.2587 -3.6963  -0.397
H: 3.1235 1.8582 -2.9778  0.177
H: 3.0821 2.1791 -1.2764  0.187
H: 2.7323 5.2428 -3.8661  0.219
H: 2.9214 3.6354 -4.4786  0.160
C: 4.7825 5.9871 2.7187  0.704
O: 3.9098 5.2778 3.2023  -0.749
N: 4.7044 7.3416 2.7184  -0.423
N: 5.9007 5.4786 2.1431  -0.346
H: 5.4068 7.9413 2.3281  0.155
H: 3.8885 7.7539 3.1370  0.228
H: 5.9920 4.4782 2.1243  0.192
H: 6.6275 6.0412 1.7419  0.159
C: -4.5818 5.5321 5.2874  0.590
O: -4.5771 6.4977 6.0386  -0.672
N: -3.8264 5.4763 4.1608  -0.244
N: -5.3448 4.4296 5.5160  -0.327
H: -3.8170 4.6925 3.5325  0.159
H: -3.2474 6.2711 3.9552  0.122
H: -5.9185 4.4326 6.3409  0.187
H: -5.3629 3.6271 4.9125  0.173
C: 7.4313 1.0150 4.0070  0.555
O: 8.6424 0.8478 4.0080  -0.676
N: 6.5712 0.1605 4.6132  -0.325
N: 6.8371 2.0724 3.3981  -0.267
H: 5.5728 0.2841 4.6210  0.190
H: 6.9685 -0.6375 5.0768  0.198
H: 7.4386 2.7307 2.9356  0.123
H: 5.8414 2.2257 3.3872  0.178
C: -2.2234 -7.9218 -5.5573  0.627
O: -2.0433 -8.5154 -6.6084  -0.657
N: -3.3781 -7.2596 -5.2779  -0.309
N: -1.2840 -7.8711 -4.5737  -0.319
H: -3.5449 -6.7661 -4.4210  0.114
H: -4.0972 -7.2744 -5.9803  0.191
H: -0.4167 -8.3499 -4.7437  0.192
H: -1.4111 -7.3895 -3.7020  0.172


Record 3
The following is a quantum chemistry calculation of C19H9BCl5F2NO4PtS as an isolated structure, from the Open Molecules 2025 dataset.

Results
Orbital gap in Ha: 0.2531
Calculated total energy in Ha: -4128.393185
Maximum force in eV/A: 0.48
HOMO in Ha: -0.3023

Last column: Mulliken charge in e.
CARTESIAN COORDINATES (ANGSTROEM)
Pt: 0.2500 0.0134 0.6652  0.636
O: -2.9100 -3.2865 -0.9231  -0.468
C: -2.0199 -2.3116 -0.7162  0.130
O: -2.3404 -1.1452 -0.7215  -0.517
C: -0.6353 -2.8594 -0.5192  0.675
C: -0.3846 -4.1713 -0.8699  -0.576
C: 0.8933 -4.6863 -0.7119  -0.477
C: 1.8661 -3.8737 -0.1836  -0.712
C: 1.5456 -2.5670 0.1692  0.573
N: 0.3208 -2.0562 -0.0167  0.034
C: 2.6472 -1.7204 0.8240  0.169
O: 3.7471 -2.2316 0.9087  -0.721
O: 2.2816 -0.5684 1.2261  -0.695
H: -3.7704 -2.8572 -1.0517  0.371
H: -1.1854 -4.7761 -1.2652  0.509
H: 1.1097 -5.7087 -0.9903  0.448
H: 2.8828 -4.1932 -0.0073  0.556
Cl: 1.5556 1.0969 -1.3011  -0.175
C: 1.3640 2.3634 -0.0954  1.360
C: 0.5613 1.9879 0.9681  -1.602
C: 0.2253 2.9879 1.8693  0.809
Cl: -0.9352 2.7019 3.1018  -0.108
C: 0.7845 4.2672 1.7485  0.019
Cl: 0.3970 5.4812 2.8997  -0.184
C: 1.6455 4.5749 0.6963  0.486
Cl: 2.3316 6.1416 0.5547  -0.179
C: 1.9255 3.6098 -0.2700  -0.279
Cl: 2.9156 3.9459 -1.6281  -0.196
F: -1.5774 1.3612 -1.1402  -0.239
B: -1.5551 0.7610 0.0558  0.954
F: -2.6051 0.9660 0.8357  -0.173
S: -0.7014 -0.9524 2.5115  -0.470
C: -0.0684 -0.1882 3.9710  0.414
C: 1.2766 0.1439 4.1210  -0.117
C: 1.7056 0.7234 5.3047  -0.730
C: 0.8172 0.9305 6.3517  -0.475
C: -0.5132 0.5643 6.2109  -0.504
C: -0.9633 0.0222 5.0165  -0.599
H: 1.9663 -0.0385 3.3095  0.463
H: 2.7465 0.9994 5.4163  0.424
H: 1.1631 1.3757 7.2756  0.387
H: -1.2118 0.7244 7.0222  0.365
H: -2.0110 -0.2198 4.8836  0.415